[1]
2 unconnected molecules or ions with the total composition C26H49ClNO3S in a non-equilibrium geometry, computed with the ωB97M-V functional and the def2-TZVPD basis.

Calculated values
E ... -2158.42370 hartree
Net charge ... +1
Largest force on an atom ... 4.49 eV/A
Lowest unoccupied orbital energy ... -0.1733 hartree

Last columns: bonded neighbours and bond lengths (Å).
CARTESIAN COORDINATES (ANGSTROEM)
1 C -3.23696 4.61713 -3.20543  C2 1.614, H26 1.156, H27 1.155, H28 1.141
2 C -4.65181 3.84819 -3.31935  C1 1.614, C3 1.608, H29 1.157, H30 1.158
3 C -4.52743 2.28447 -3.67428  C2 1.608, C4 1.624, H31 1.155, H32 1.153
4 C -3.54357 1.46699 -2.67402  C3 1.624, C5 1.626, H33 1.144, H34 1.146
5 C -4.51125 0.58346 -1.71193  C4 1.626, C6 1.611, H35 1.149, H36 1.147
6 C -3.70448 -0.41166 -0.73497  C5 1.611, C7 1.626, H37 1.157, H38 1.142
7 C -2.49291 0.32124 0.06482  C6 1.626, C8 1.608, H39 1.157, H40 1.142
8 C -2.30576 -0.22408 1.56543  C7 1.608, C9 1.626, H41 1.147, H42 1.155
9 C -0.77716 0.12765 1.99523  C8 1.626, C10 1.621, H43 1.153, H44 1.151
10 C 0.15461 -0.98361 1.27116  C9 1.621, C11 1.622, H45 1.157, H46 1.153
11 C 1.65908 -0.42150 1.04252  C10 1.622, C12 1.610, H47 1.157, H48 1.157
12 C 2.76818 -1.43564 1.62104  C11 1.610, C13 1.615, H49 1.157, H50 1.151
13 C 3.93060 -1.78882 0.55692  C12 1.615, C14 1.619, H51 1.155, H52 1.153
14 C 4.96075 -2.88480 1.15725  C13 1.619, C15 1.606, H53 1.158, H54 1.158
15 C 5.73214 -3.74156 0.03913  C14 1.606, C16 1.610, H55 1.147, H56 1.150
16 C 6.19772 -2.86826 -1.23037  C15 1.610, C17 1.557, C25 1.545
17 C 5.56310 -3.16466 -2.62142  C16 1.557, C18 1.562, H57 1.139
18 C 6.02341 -2.29815 -3.83686  C17 1.562, C19 1.566, H58 1.142
19 C 7.07660 -1.17047 -3.56936  C18 1.566, N20 1.446, H59 1.151
20 N 7.64716 -0.89390 -2.27018  C19 1.446, C21 1.501, C25 1.452
21 C 8.63230 0.23410 -2.16285  N20 1.501, C22 1.615, H60 1.157, H61 1.141
22 C 7.99161 1.59740 -1.58139  C21 1.615, C23 1.602, H62 1.150, H63 1.158
23 C 7.24512 1.42603 -0.17385  C22 1.602, Cl24 1.829, H64 1.159, H65 1.157
24 Cl 6.59855 2.98010 0.54299  C23 1.829
25 C 7.23646 -1.72729 -1.15420  C16 1.545, N20 1.452, H66 1.153
26 H -3.43492 5.72555 -3.46678  C1 1.156
27 H -2.48665 4.14768 -3.94753  C1 1.155
28 H -2.83681 4.47902 -2.14567  C1 1.141
29 H -5.22223 4.33942 -4.19862  C2 1.157
30 H -5.32098 4.00656 -2.38717  C2 1.158
31 H -5.58345 1.82107 -3.61915  C3 1.155
32 H -4.13395 2.10717 -4.74324  C3 1.153
33 H -2.93125 2.15681 -1.99755  C4 1.144
34 H -2.82025 0.82423 -3.28821  C4 1.146
35 H -5.19856 -0.04415 -2.38585  C5 1.149
36 H -5.08227 1.33668 -1.06302  C5 1.147
37 H -3.24652 -1.27799 -1.35034  C6 1.157
38 H -4.43560 -0.79574 0.05441  C6 1.142
39 H -2.73227 1.45041 0.14274  C7 1.157
40 H -1.55738 0.21905 -0.58253  C7 1.142
41 H -2.52952 -1.34678 1.63904  C8 1.147
42 H -2.99017 0.35465 2.29350  C8 1.155
43 H -0.49671 1.20677 1.70234  C9 1.153
44 H -0.72478 -0.01291 3.13646  C9 1.151
45 H -0.27710 -1.31801 0.25120  C10 1.157
46 H 0.14146 -1.91402 1.95174  C10 1.153
47 H 1.87674 -0.20937 -0.07354  C11 1.157
48 H 1.68036 0.61538 1.55655  C11 1.157
49 H 3.29020 -1.01140 2.56221  C12 1.157
50 H 2.27525 -2.43609 1.90693  C12 1.151
51 H 4.55198 -0.86000 0.26655  C13 1.155
52 H 3.44400 -2.27912 -0.36637  C13 1.153
53 H 4.32593 -3.57753 1.83364  C14 1.158
54 H 5.66829 -2.32079 1.88033  C14 1.158
55 H 6.65498 -4.20347 0.53975  C15 1.147
56 H 5.01633 -4.53983 -0.37707  C15 1.150
57 H 4.79509 -4.00365 -2.68828  C17 1.139
58 H 5.59392 -2.52019 -4.87192  C18 1.142
59 H 7.37513 -0.54037 -4.48529  C19 1.151
60 H 8.94863 0.47221 -3.25012  C21 1.157
61 H 9.58462 -0.03322 -1.59421  C21 1.141
62 H 8.84421 2.35186 -1.42093  C22 1.150
63 H 7.24358 2.05120 -2.33984  C22 1.158
64 H 7.95878 0.92417 0.58860  C23 1.159
65 H 6.34775 0.70030 -0.26130  C23 1.157
66 H 7.72062 -1.46748 -0.14055  C25 1.153
67 O -6.79595 -0.23276 1.86712  S68 1.440
68 S -6.38206 0.21480 3.17220  O67 1.440, O69 1.439, O70 1.617, C73 1.771
69 O -5.44142 -0.52782 3.96913  S68 1.439
70 O -7.69557 0.51907 4.06487  S68 1.617, C71 1.427
71 C -8.67404 -0.50956 4.21032  O70 1.427, C72 1.517, H74 1.094, H75 1.093
72 C -8.23574 -1.55956 5.21372  C71 1.517, H76 1.092, H77 1.092, H78 1.093
73 C -5.81113 1.88600 3.04343  S68 1.771, H79 1.090, H80 1.091, H81 1.089
74 H -8.90807 -0.96127 3.24144  C71 1.094
75 H -9.58722 -0.02896 4.56983  C71 1.093
76 H -7.37834 -2.12478 4.84125  C72 1.092
77 H -9.04518 -2.26551 5.41200  C72 1.092
78 H -7.93115 -1.09290 6.15367  C72 1.093
79 H -6.54311 2.46718 2.48342  C73 1.090
80 H -4.85705 1.87471 2.51485  C73 1.091
81 H -5.67651 2.29095 4.04581  C73 1.089

=====

[2]
A single C5H15N2 molecule, computed with the ωB97M-V functional and the def2-TZVPD basis.

Calculated values
E ... -308.86321 hartree
Net charge ... 0
Multiplicity ... 2
Largest force on an atom ... 0.88 eV/A
⟨S²⟩ ... 0.75
Lowest unoccupied orbital energy (spin up / spin down) ... 0.0347 / 0.0244 hartree

Last columns: bonded neighbours and bond lengths (Å).
CARTESIAN COORDINATES (ANGSTROEM)
1 C -1.32374 -0.90990 -0.78253  N2 1.441, C4 1.569, H8 1.073, H9 1.095
2 N -1.72316 -0.48362 0.53446  C1 1.441, C3 1.456, H10 1.003
3 C -2.78554 0.51177 0.57518  N2 1.456, H11 1.085, H12 1.093, H13 1.081
4 C -0.01178 -0.22178 -1.29968  C1 1.569, N5 1.480, H14 1.088, H15 1.100
5 N 0.75050 0.43281 -0.21256  C4 1.480, C6 1.502, H16 1.072, H17 1.020
6 C 1.98534 -0.25892 0.29024  N5 1.502, C7 1.525, H18 1.087, H19 1.093
7 C 2.99968 0.72515 0.86353  C6 1.525, H20 1.081, H21 1.090, H22 1.084
8 H -1.21897 -1.97608 -0.83836  C1 1.073
9 H -2.11551 -0.66918 -1.49968  C1 1.095
10 H -1.88852 -1.22721 1.18641  N2 1.003
11 H -2.96906 0.78075 1.61039  C3 1.085
12 H -2.44737 1.41020 0.05361  C3 1.093
13 H -3.68863 0.14382 0.10905  C3 1.081
14 H 0.62293 -0.95839 -1.78743  C4 1.088
15 H -0.28088 0.58643 -1.99640  C4 1.100
16 H 0.97305 1.44600 -0.48440  N5 1.072
17 H 0.05943 0.44934 0.53740  N5 1.020
18 H 1.66648 -0.98755 1.03056  C6 1.087
19 H 2.42442 -0.80198 -0.55035  C6 1.093
20 H 3.69308 1.05541 0.10256  C7 1.081
21 H 3.57346 0.21136 1.63517  C7 1.090
22 H 2.51634 1.56858 1.34320  C7 1.084